Entry 1:
Here is a single C2H6BrN3 molecule from the Open Molecules 2025 dataset. Energies are from the ωB97M-V functional and the def2-TZVPD basis.

multiplicity: 1
LUMO (alpha / beta): 0.30 / 0.31 eV
Kohn-Sham gap (alpha / beta): 8.133 / 8.248 eV
E_HOMO (alpha / beta): -7.83 / -7.94 eV

The geometry in XYZ format:
```
12
C2H6BrN3 the ωB97M-V functional and the def2-TZVPD basis
H -1.5743 -1.1490 -0.7865
H 1.9954 -0.0594 -0.7399
Br 2.0785 2.0107 0.8978
C -0.8696 -0.4010 -0.7189
N 1.3766 -0.4301 0.0656
H -1.0626 1.7487 0.1564
C -1.0559 0.6251 0.4013
H -1.4791 0.4175 1.4292
N 1.0532 0.4970 1.0671
H -0.0625 -1.8792 0.3528
N 0.3267 -1.2456 -0.3233
H -0.7265 -0.1347 -1.8015
```

***

Entry 2:
Here is 2 unconnected molecules or ions with the total composition C2H6BrOP from the Open Molecules 2025 dataset. Energies are from the ωB97M-V functional and the def2-TZVPD basis.

multiplicity: 1
LUMO (alpha / beta): -1.77 / -3.86 eV
Kohn-Sham gap (alpha / beta): 8.493 / 4.266 eV
E_HOMO (alpha / beta): -10.26 / -8.12 eV

The geometry in XYZ format:
```
11
C2H6BrOP the ωB97M-V functional and the def2-TZVPD basis
C 0.9318 0.0409 -0.9702
H -0.3047 1.0323 1.5623
Br 1.8313 -1.7317 1.9009
H 1.1920 -0.6848 -0.2210
H 0.9950 -0.6145 -1.9055
H -2.0662 0.5174 1.2014
C -1.0380 0.3957 1.0177
H 1.5442 0.9537 -1.0521
H -0.5324 -0.6098 0.9836
P -0.7897 0.6225 -0.7827
O -1.7635 0.0783 -1.7343
```

***

Entry 3:
Here is a molecular structure, C2H6BrOZn from the Open Molecules 2025 dataset. Energies are from the ωB97M-V functional and the def2-TZVPD basis.

multiplicity: 1
LUMO: -10.29 eV
Kohn-Sham gap: 2.205 eV
total charge: +1
E_HOMO: -12.50 eV

The geometry in XYZ format:
```
11
C2H6BrOZn the ωB97M-V functional and the def2-TZVPD basis
Br 0.8497 -3.4607 2.7504
H 0.7321 0.5637 0.7644
H -1.2185 0.8788 -0.2860
Zn -2.4410 -4.7085 4.7144
C 0.7705 1.3142 -0.9847
O 1.0194 1.4085 0.4104
C -0.6228 0.6265 -1.1632
H -0.5209 -0.4581 -1.2025
H -1.0488 0.9075 -2.1263
H 0.9324 2.2650 -1.4924
H 1.5478 0.6631 -1.3846
```

***

Entry 4:
Here is 2 unconnected molecules or ions with the total composition C2H6ClISi from the Open Molecules 2025 dataset. Energies are from the ωB97M-V functional and the def2-TZVPD basis.

multiplicity: 1
LUMO (alpha / beta): 0.09 / -3.42 eV
Kohn-Sham gap (alpha / beta): 10.537 / 3.219 eV
E_HOMO (alpha / beta): -10.44 / -6.64 eV

The geometry in XYZ format:
```
11
C2H6ClISi the ωB97M-V functional and the def2-TZVPD basis
Si -0.2269 0.3959 0.9153
H -1.9506 -1.4210 0.7650
I 1.7515 2.1693 -5.5175
H -0.5435 -1.9551 1.6721
H 1.0704 1.3695 -0.9906
H -0.0637 0.1718 -1.5863
H 1.4186 -0.3407 -0.8009
H -1.7327 -0.9113 2.4335
C 0.6218 0.4013 -0.7766
C -1.2128 -1.1137 1.5003
Cl 0.8678 1.2342 2.3857
```

***

Entry 5:
Here is a single C2H6ClO2P molecule from the Open Molecules 2025 dataset. Energies are from the ωB97M-V functional and the def2-TZVPD basis.

multiplicity: 1
LUMO: 0.31 eV
Kohn-Sham gap: 10.041 eV
SMILES: CCO[P@H](=O)Cl
E_HOMO: -9.73 eV

The geometry in XYZ format:
```
12
C2H6ClO2P the ωB97M-V functional and the def2-TZVPD basis
H 1.4555 -1.1280 1.5877
H 2.3008 -0.9974 0.0933
O -0.0953 0.3372 -0.9587
Cl -2.3252 -0.9450 0.2479
H -2.0130 0.2196 -2.2253
C 0.7407 0.4505 0.1445
C 1.3381 -0.9147 0.5993
H 0.1496 0.7212 1.1202
H 1.5788 1.1769 -0.0575
O -2.1514 2.1420 0.1155
H 0.6721 -1.6308 0.1329
P -1.6508 0.5685 -0.7999
```

***

Entry 6:
Here is 2 unconnected molecules or ions with the total composition C2H6ClPS from the Open Molecules 2025 dataset. Energies are from the ωB97M-V functional and the def2-TZVPD basis.

multiplicity: 1
LUMO: -2.96 eV
Kohn-Sham gap: 5.213 eV
E_HOMO: -8.18 eV

The geometry in XYZ format:
```
11
C2H6ClPS the ωB97M-V functional and the def2-TZVPD basis
P -0.4712 -1.2423 0.1211
H 0.6054 -0.0598 1.9452
H -1.0816 0.4862 1.7061
H -0.8775 -1.0962 2.6113
H -0.0824 0.6294 -1.6382
S 0.3094 -2.9721 0.0015
C -0.6997 -0.2610 -1.3410
H -0.6669 -0.9960 -2.2750
H -1.6430 0.1306 -1.2518
C -0.4683 -0.4342 1.8226
Cl -3.5021 0.5998 -0.5507
```

***

One value per record, in order, for calculated total energy: -76678.622 -83547.943 -122666.053 -30671.450 -28075.863 -34815.810 eV.